C20H16N2O3 | the ωB97M-V functional and the def2-TZVPD basis

Properties
**ΔE to the lowest compared entry with this formula, charge and spin**: 113.3 kcal per mole
**Charge**: 0

```
41
C20H16N2O3 | OMol25 | the ωB97M-V functional and the def2-TZVPD basis
O -4.930 4.867 0.954
N -4.407 4.561 -0.121
O -4.718 5.085 -1.194
C -3.371 3.531 -0.123
C -2.764 3.158 -1.314
C -1.781 2.182 -1.327
C -1.395 1.573 -0.167
C -1.995 1.930 1.075
O -1.652 1.384 2.134
C -3.003 2.936 1.051
H -3.078 3.647 -2.221
H -1.319 1.902 -2.261
H -0.635 0.811 -0.157
H -3.479 3.231 1.968
C 2.592 -2.031 -2.107
N 1.911 -1.773 -0.836
C 2.457 -0.780 -0.003
C 3.615 -0.072 -0.339
C 4.112 0.913 0.487
C 3.470 1.226 1.680
C 2.336 0.552 2.045
C 1.808 -0.459 1.219
C 0.645 -1.143 1.576
C 0.099 -2.129 0.752
C 0.738 -2.465 -0.475
C 0.148 -3.459 -1.264
C -1.016 -4.085 -0.872
C -1.637 -3.744 0.324
C -1.090 -2.782 1.127
H 2.111 -2.806 -2.692
H 2.604 -1.126 -2.710
H 3.617 -2.350 -1.926
H 4.128 -0.294 -1.257
H 5.002 1.452 0.207
H 3.861 2.002 2.319
H 1.828 0.787 2.965
H 0.155 -0.896 2.499
H 0.598 -3.754 -2.194
H -1.456 -4.846 -1.497
H -2.550 -4.232 0.621
H -1.558 -2.504 2.057
```